# 1
The following is a DFT calculation (wB97M-V/def2-TZVPD) of a structure of composition C24H18CoN2O2 at a distorted geometry.

The value obtained for the highest occupied orbital energy (spin up / spin down) is 0.02957 / 0.01759 Ha. As for the spin multiplicity: 4. The value obtained for the energy above the lowest of the compared OMol25 structures with the same formula, charge and spin is 0.0 kcal per mole. As for the net charge: -2. The calculation puts the frontier orbital gap (spin up / spin down) at 3.9909 / 4.3281 eV.

Positions of all 47 atoms, in Å:
Co  -1.36934  1.07157  0.70377
C  -1.46715  4.44330  0.23470
O  -0.75216  3.23506  0.07826
C  0.39274  3.20341  -0.65645
C  0.76491  4.15248  -1.61592
C  1.94777  3.97003  -2.35614
C  2.66722  2.79550  -2.19425
C  2.31801  1.84804  -1.26640
C  1.18823  2.04306  -0.45422
N  0.74452  1.14780  0.52744
N  1.54721  0.14075  0.63690
C  1.24822  -0.73514  1.60336
C  -0.01636  -0.78678  2.35966
O  -0.90599  0.14853  2.30752
C  -0.22644  -1.88560  3.20223
C  0.69230  -2.88738  3.42187
C  1.95215  -2.87405  2.77105
C  2.90686  -3.90538  2.87532
C  4.10710  -3.86730  2.19631
C  4.39610  -2.75247  1.40367
C  3.50218  -1.71460  1.27930
C  2.25326  -1.78021  1.89435
H  -1.90591  4.76481  -0.71481
H  -0.79897  5.23925  0.60927
H  -2.28074  4.30434  0.94873
H  0.11959  4.99206  -1.86036
H  2.32167  4.73500  -3.04348
H  3.56187  2.61630  -2.77917
H  2.90674  0.95027  -1.14858
H  -1.17828  -1.91287  3.70957
H  0.44330  -3.70047  4.09419
H  2.67099  -4.75975  3.52800
H  4.84204  -4.66787  2.30596
H  5.34267  -2.68900  0.84581
H  3.76307  -0.82725  0.68656
C  -2.30766  0.19947  -0.44867
C  -3.23968  -0.40604  -1.25896
C  -3.26539  -0.10141  -2.66640
C  -3.82183  -0.98088  -3.55033
C  -4.55276  -2.09385  -3.10040
C  -4.81416  -2.19468  -1.72142
C  -4.24554  -1.32041  -0.83059
H  -2.84332  0.84245  -3.03565
H  -3.70092  -0.83130  -4.62272
H  -4.93998  -2.85598  -3.78506
H  -5.46571  -2.99061  -1.34177
H  -4.50244  -1.32220  0.22797

***

# 2
The following is a DFT calculation (wB97M-V/def2-TZVPD) of a structure of composition C24H18F5IN14O2S2W at a distorted geometry.

The value obtained for the highest occupied orbital energy (spin up / spin down) is -0.03963 / -0.04086 Ha. The value obtained for the energy above the lowest of the compared OMol25 structures with the same formula, charge and spin is 25.9 kcal per mole. As for the net charge: -2. The calculation puts the frontier orbital gap (spin up / spin down) at 4.7470 / 4.7812 eV.

Positions of all 67 atoms, in Å:
W  0.92279  0.40759  -1.07956
N  3.26877  -0.31817  1.81784
C  3.10437  -1.32211  0.91279
N  3.69341  -2.50233  1.03209
N  3.26155  -3.19041  -0.04151
N  2.47299  -2.47027  -0.75349
N  2.35059  -1.24091  -0.18192
C  2.59981  0.87896  1.76500
N  2.86413  1.85406  2.60604
N  2.03304  2.85037  2.21738
N  1.32569  2.49474  1.21954
N  1.65436  1.20179  0.87993
H  3.88559  -0.47548  2.59299
S  0.29926  5.03981  -2.20069
C  0.39815  3.50074  -1.70334
N  0.52049  2.39753  -1.34301
N  -0.16944  -0.90974  0.10631
C  -0.78546  -1.74272  0.58823
C  -1.55050  -2.78668  1.18509
C  -1.02277  -4.07650  1.24677
C  -1.78037  -5.09111  1.80547
C  -3.04969  -4.82242  2.30467
C  -3.56624  -3.53391  2.24004
C  -2.82095  -2.50814  1.68435
H  -0.03113  -4.25981  0.85129
H  -1.38387  -6.09776  1.84032
H  -3.63553  -5.61872  2.74692
H  -4.55906  -3.32800  2.61820
H  -3.19934  -1.49344  1.61678
C  0.87269  -2.73334  -4.36206
O  1.42558  -2.17689  -3.15947
C  0.76210  -1.24931  -2.54148
O  -0.34508  -0.94236  -3.16711
H  1.58872  -3.48654  -4.67777
H  0.75643  -1.96292  -5.12222
H  -0.09464  -3.18996  -4.16129
F  1.40204  0.91453  -3.04640
C  -0.94174  0.12892  -2.36887
F  -2.03056  -0.50061  -1.80500
C  -1.58491  1.07644  -3.39507
F  -2.30281  2.01285  -2.79048
F  -0.72420  1.67208  -4.21609
F  -2.43455  0.37051  -4.19775
C  -5.91028  2.00515  3.72153
C  -4.41530  2.08922  3.53773
C  -3.57851  2.44611  4.59088
C  -2.21685  2.35473  4.31863
N  -1.72080  2.01699  3.15057
C  -2.60045  1.78761  2.12485
S  -2.00458  1.50725  0.55733
N  -3.95873  1.77369  2.34062
H  -6.21867  2.40963  4.68752
H  -6.22562  0.96118  3.65958
H  -6.41608  2.54418  2.92017
H  -3.95431  2.74826  5.56018
H  -1.48683  2.55924  5.10207
I  4.79592  5.01006  -1.88659
C  4.40523  2.97359  -2.12825
C  5.06171  2.24598  -3.10296
C  4.79192  0.88776  -3.17311
C  3.87006  0.33777  -2.30626
N  3.21435  1.05062  -1.38818
C  3.49550  2.35160  -1.28939
H  5.75045  2.72038  -3.78860
H  5.28475  0.25998  -3.90300
H  3.62080  -0.71558  -2.34759
H  2.96665  2.90422  -0.52123

***

# 3
The following is a DFT calculation (wB97M-V/def2-TZVPD) of a structure of composition C24H18FeN11S4 at a distorted geometry.

The value obtained for the highest occupied orbital energy is -0.13872 Ha. As for the net charge: -1. The calculation puts the frontier orbital gap at 5.5819 eV.

Positions of all 58 atoms, in Å:
Fe  -0.83164  0.36523  0.36348
C  -3.99568  -2.20795  4.22128
S  -4.34294  -0.65681  3.37110
C  -2.95405  -0.50496  2.31273
S  -2.86812  0.93007  1.39553
N  -2.09993  -1.49573  2.31016
N  -1.02892  -1.24570  1.48902
C  -0.18745  -2.19388  1.32280
C  1.02556  -1.85142  0.57431
C  2.08017  -2.73847  0.40569
C  3.25091  -2.27187  -0.16687
C  3.34360  -0.93099  -0.50617
C  2.23002  -0.12137  -0.33449
N  1.07766  -0.58188  0.14195
H  -4.82473  -2.37092  4.90888
H  -3.06009  -2.13701  4.77030
H  -3.93169  -3.02396  3.50655
H  -0.35897  -3.17955  1.74327
H  1.96950  -3.76638  0.72428
H  4.08442  -2.94163  -0.33516
H  4.24964  -0.51933  -0.92769
H  2.24058  0.92025  -0.62247
N  -2.68835  2.06042  -1.91356
C  -1.88854  2.89129  -1.27699
N  -1.95659  4.20723  -1.53889
C  -1.10091  4.96420  -0.87434
N  -1.08597  6.29609  -1.16696
N  -0.22587  4.54911  0.05866
C  -0.28563  3.24471  0.27698
N  -1.03650  2.36687  -0.35326
C  0.53481  2.68038  1.38605
C  1.55851  3.40511  1.97188
C  2.25714  2.83431  3.02168
C  1.89655  1.56558  3.44540
C  0.87830  0.90219  2.78268
N  0.20922  1.43750  1.76320
H  -3.24405  2.42612  -2.66518
H  -2.52360  1.04946  -1.82361
H  -1.89662  6.64815  -1.64558
H  -0.65116  6.89002  -0.48322
H  1.78085  4.38815  1.58347
H  3.06984  3.36597  3.49928
H  2.39534  1.08551  4.27587
H  0.57457  -0.09524  3.07366
S  -1.94850  -1.02618  -1.22969
C  -0.64334  -1.65613  -2.23066
C  -0.57294  -3.03386  -2.40593
C  0.44085  -3.64450  -3.14191
C  0.49716  -5.07395  -3.23280
N  0.54964  -6.22341  -3.28983
C  1.40630  -2.83573  -3.75606
C  1.34642  -1.45866  -3.60504
C  0.35313  -0.82166  -2.83934
S  0.36317  0.87665  -2.60530
C  2.46575  -3.40688  -4.54350
N  3.31904  -3.83587  -5.18578
H  -1.31853  -3.65659  -1.92742
H  2.10266  -0.84209  -4.07246

***

# 4
The following is a DFT calculation (wB97M-V/def2-TZVPD) of a structure of composition C24H18MgN4OS at a distorted geometry.

The value obtained for the highest occupied orbital energy (spin up / spin down) is -0.05412 / -0.18799 Ha. As for the spin multiplicity: 2. The value obtained for the energy above the lowest of the compared OMol25 structures with the same formula, charge and spin is 12.9 kcal per mole. As for the net charge: -1. The calculation puts the frontier orbital gap (spin up / spin down) at 3.2850 / 6.9297 eV.

Positions of all 49 atoms, in Å:
Mg  0.16945  -0.02014  -1.64376
O  2.04132  0.44961  -1.90725
N  2.60663  1.48887  -1.34051
C  3.82676  1.33606  -0.79434
C  4.48437  2.36690  -0.17862
C  3.86367  3.61770  -0.12778
C  2.62138  3.76825  -0.68961
C  1.94688  2.69232  -1.30256
S  0.40111  2.81942  -1.96620
H  4.23224  0.33967  -0.88272
H  5.45626  2.19468  0.25911
H  4.35505  4.45415  0.35172
H  2.09844  4.71267  -0.67140
N  -5.32457  3.28389  -3.43272
C  -4.74126  2.47726  -2.85879
C  -4.04808  1.45023  -2.16250
C  -4.75713  0.44843  -1.48637
C  -4.04432  -0.53649  -0.83747
C  -2.65983  -0.50710  -0.86846
N  -1.97790  0.43490  -1.52937
C  -2.65378  1.38890  -2.15042
H  -5.83828  0.47603  -1.48317
H  -4.55397  -1.32785  -0.30591
H  -2.06317  -1.24275  -0.34426
H  -2.07629  2.15390  -2.65490
N  0.24716  0.06780  0.48430
C  0.21995  0.12996  1.65640
C  0.19027  0.18423  3.03819
C  0.28736  -1.02269  3.81182
C  0.25681  -0.96823  5.18123
C  0.13159  0.25830  5.86087
C  0.03657  1.44611  5.11196
C  0.06354  1.42928  3.74104
H  0.38554  -1.96908  3.29358
H  0.33116  -1.88977  5.74886
H  0.10902  0.28701  6.94316
H  -0.06036  2.39554  5.62784
H  -0.00967  2.34931  3.17349
C  0.49825  -4.93811  -2.02037
C  1.60845  -4.12896  -1.81961
C  1.48690  -2.74437  -1.85895
C  0.26590  -2.09283  -2.08862
C  -0.82255  -2.94989  -2.31605
C  -0.72406  -4.33847  -2.28231
H  0.58554  -6.01721  -1.96672
H  2.57557  -4.58112  -1.62192
H  2.37941  -2.14748  -1.69334
H  -1.80289  -2.52908  -2.53812
H  -1.60443  -4.94974  -2.45851

***

These records have DFT total energy values of -2567.9403; -3502.9550; -4384.3613; -1817.9521 hartree, in the order they appear.